A molecular structure, C12H15AuN5S2. Source: the OMol25 dataset; level of theory: ωB97M-V/def2-TZVPD.

Structure (XYZ):
```
35
Properties=species:S:1:pos:R:3:forces:R:3:lowdin_charge:R:1
Au 0.158334 0.134384 -0.035343 0.2 0.1 0.0 0.705
N 1.365806 -1.861891 1.557020 0.0 0.0 -0.1 -0.008
C 2.660077 -1.266477 1.869006 0.0 0.0 0.0 -0.258
C 2.597879 0.250831 1.869403 0.0 0.0 0.0 -0.200
N 2.135770 0.845558 0.581013 -0.2 0.0 0.1 -0.171
C 3.098553 0.700952 -0.542894 0.0 -0.1 0.0 -0.168
C 2.710601 -0.460173 -1.446659 0.1 0.0 0.1 -0.208
N 1.295159 -0.300788 -1.846033 -0.3 0.1 0.1 -0.062
H 0.724204 -1.785440 2.338967 0.0 0.0 0.0 0.076
H 1.461343 -2.847467 1.345981 0.0 0.0 0.0 0.089
H 3.381788 -1.613028 1.126694 0.0 0.0 0.0 0.106
H 3.066106 -1.559709 2.842507 0.0 0.0 0.0 0.127
H 3.591408 0.642540 2.101771 0.0 0.1 0.0 0.131
H 1.906469 0.606038 2.633826 0.0 -0.1 0.0 0.094
H 1.978497 1.832320 0.763159 0.2 0.0 0.0 0.121
H 4.104100 0.540302 -0.150905 0.0 0.0 0.0 0.134
H 3.111896 1.633222 -1.109310 -0.1 0.0 0.0 0.133
H 2.793829 -1.407115 -0.918215 0.0 0.0 0.0 0.106
H 3.366725 -0.494824 -2.317424 0.0 0.0 0.0 0.134
H 0.960796 -1.096069 -2.382941 0.0 -0.1 0.1 0.113
H 1.190401 0.515504 -2.445173 0.0 -0.1 -0.1 0.114
S -1.887428 -0.649151 -0.678816 0.2 0.0 -0.1 0.635
C -2.671866 -0.887125 0.881335 0.0 0.0 0.1 -0.665
C -3.770694 -1.725153 0.975012 0.0 0.0 0.0 -0.038
C -4.406102 -1.898146 2.200357 0.0 0.0 -0.1 -0.166
C -5.529691 -2.786773 2.289698 -0.1 0.0 0.0 -0.160
N -6.432314 -3.492911 2.355171 0.0 0.0 0.0 0.201
C -3.932308 -1.231028 3.335476 0.1 0.0 0.0 -0.169
C -2.828261 -0.390552 3.234766 0.0 0.0 0.0 -0.039
C -2.208442 -0.216141 2.009586 -0.1 0.0 -0.2 -0.660
S -0.876106 0.925003 1.836527 0.1 -0.2 0.0 0.656
C -4.558119 -1.416762 4.613428 -0.1 0.0 0.0 -0.162
N -5.058594 -1.549649 5.637954 0.0 0.0 0.0 0.200
H -4.136791 -2.256885 0.106625 0.0 0.0 0.0 0.130
H -2.465347 0.120032 4.117029 0.0 0.0 0.0 0.129
```
Forces are in eV/Å.

Computed properties:
Spin multiplicity ... 1
F_max ... 0.3 eV Å⁻¹
E_LUMO ... -5.1 eV
Gap between HOMO and LUMO ... 6.48 eV
E_HOMO ... -11.54 eV
Total charge ... +1
Energy ... -45494.5093 eV